Molecular formula: C18H42NO2P2Pb
Method: DFT, the ωB97M-V functional and the def2-TZVPD basis

Output
Total charge: +1
E in Ha: -1791.5116
HOMO-LUMO gap in eV: 6.30
E_LUMO in eV: -2.81

Element x y z (Å)
1 Pb -1.01 0.04 -0.67
2 P 0.10 -2.54 -0.53
3 P 0.10 2.59 -0.23
4 N 1.97 0.10 -1.57
5 C 1.73 -2.43 -1.31
6 H 2.29 -3.35 -1.00
7 H 1.55 -2.50 -2.38
8 C 2.62 -1.18 -1.16
9 H 3.05 -1.14 -0.15
10 H 3.48 -1.34 -1.88
11 C 2.62 1.32 -1.00
12 H 3.48 1.56 -1.70
13 H 3.04 1.15 -0.01
14 C 1.72 2.58 -1.00
15 H 1.54 2.76 -2.06
16 H 2.28 3.45 -0.59
17 C 0.33 3.47 1.39
18 C -0.83 3.26 2.36
19 H -0.55 3.65 3.36
20 H -1.09 2.20 2.47
21 H -1.74 3.78 2.03
22 C -1.01 3.73 -1.29
23 C -2.40 3.95 -0.70
24 H -3.08 4.37 -1.45
25 H -2.39 4.65 0.14
26 H -2.87 3.03 -0.33
27 C -1.01 -3.52 -1.74
28 C -2.40 -3.81 -1.18
29 H -3.08 -4.13 -1.98
30 H -2.86 -2.94 -0.70
31 H -2.39 -4.61 -0.44
32 C 0.33 -3.63 0.95
33 C -0.83 -3.53 1.95
34 H -0.55 -4.04 2.88
35 H -1.73 -4.01 1.56
36 H -1.09 -2.50 2.18
37 C -3.17 -0.08 1.26
38 C -0.38 5.06 -1.73
39 H -0.31 5.77 -0.90
40 H 0.61 4.93 -2.19
41 H -1.03 5.53 -2.49
42 C -0.39 -4.79 -2.35
43 H -1.04 -5.16 -3.15
44 H 0.59 -4.61 -2.78
45 H -0.32 -5.60 -1.61
46 C 0.70 -5.09 0.70
47 H 1.06 -5.52 1.65
48 H -0.18 -5.70 0.40
49 H 1.51 -5.22 -0.03
50 C 0.70 4.96 1.33
51 H -0.17 5.60 1.11
52 H 1.07 5.26 2.33
53 H 1.51 5.18 0.62
54 H 1.20 2.92 1.78
55 H 1.20 -3.13 1.41
56 H -1.15 3.12 -2.21
57 H -1.14 -2.81 -2.57
58 O -3.97 -0.13 2.07
59 H 2.20 0.16 -2.57
60 H -2.60 0.07 -1.81
61 C 0.46 -0.22 3.20
62 O 0.84 -0.09 1.84
63 H -0.62 -0.12 3.25
64 H 0.90 0.57 3.82
65 H 0.76 -1.19 3.62
66 H 1.83 -0.11 1.77